1.
{"formula": "C21H35N7O8P3PtSe", "method": "the ωB97M-V functional and the def2-TZVPD basis", "elements": ["Pt", "Se", "P", "P", "P", "O", "O", "O", "O", "O", "O", "O", "O", "N", "N", "N", "N", "N", "N", "N", "C", "C", "C", "C", "C", "C", "C", "C", "C", "C", "C", "C", "C", "C", "C", "C", "C", "C", "C", "C", "C", "H", "H", "H", "H", "H", "H", "H", "H", "H", "H", "H", "H", "H", "H", "H", "H", "H", "H", "H", "H", "H", "H", "H", "H", "H", "H", "H", "H", "H", "H", "H", "H", "H", "H", "H"], "positions_angstrom": [[0.24389, 1.09743, -0.17316], [1.38838, 3.69262, -1.70670], [2.74828, -0.04143, -1.67168], [0.61734, -1.89322, -1.35260], [-2.11643, -2.23430, 1.95477], [3.62124, -1.13558, -0.96065], [2.20737, 1.05000, -0.77395], [3.75119, 0.67229, -2.65662], [-1.66879, -1.30270, 0.89310], [1.41232, -3.13768, -1.19028], [-0.86913, -2.13887, -1.85638], [0.65195, -0.92037, -0.17847], [2.23280, -1.77454, -3.53788], [0.84876, 5.33242, -1.42655], [-2.00373, -3.84300, 1.61098], [-1.19768, -2.01763, 3.32546], [-1.68679, 1.44894, 0.23259], [0.49761, 3.08223, -0.26608], [-3.63219, 1.63737, 1.22806], [-3.71156, -1.94940, 2.33312], [0.12967, 5.37142, -0.32163], [-4.64858, -1.63536, 1.26672], [0.63031, 0.00771, -3.48429], [-1.04594, -3.05531, 4.33598], [-4.87569, 2.84771, -0.62630], [-3.42878, 3.21597, -2.54126], [-2.37367, 1.18082, 1.31753], [-1.27481, 5.24086, 2.07340], [-2.35820, 2.59347, -1.93231], [-1.11742, 6.49170, 1.38501], [1.49949, -0.92936, -2.65922], [-0.77484, 4.07792, 1.59192], [-0.42595, 6.57104, 0.22773], [-0.09423, -1.06514, 3.33156], [-3.09719, -4.78205, 1.47184], [-4.32922, -2.33766, 3.59040], [-0.07295, 4.10909, 0.35116], [-2.55422, 2.09934, -0.64520], [-3.79254, 2.22587, -0.01721], [-0.68149, -4.38564, 1.33248], [-4.66919, 3.34315, -1.89755], [-0.06016, -0.52929, 4.28388], [-0.19880, -0.35508, 2.51523], [-5.31925, -0.82709, 1.57640], [0.86378, -1.57743, 3.19246], [-0.96185, -3.01006, -2.26324], [-5.83285, 2.94059, -0.13111], [-4.67858, -1.46269, 4.14672], [-0.01705, -3.42886, 4.34941], [2.32115, -2.63458, -3.09346], [-1.70142, -3.89839, 4.12671], [-2.95516, -5.63843, 2.13879], [-0.37744, -5.10224, 2.10230], [-3.31392, 3.61095, -3.54154], [-4.10419, -1.31858, 0.37914], [3.11702, -1.92532, -0.67330], [-1.40821, 2.48306, -2.43772], [-5.27661, -2.49599, 1.00871], [-1.27839, -2.66910, 5.33183], [-0.85184, 3.15365, 2.14384], [0.01697, -0.59641, -4.15115], [-1.99378, 0.67577, 2.18439], [-4.04364, -4.31013, 1.72202], [1.24303, 0.67752, -4.09004], [-4.33065, 1.53370, 1.94337], [-3.63192, -2.87873, 4.22397], [4.24927, 0.05058, -3.20711], [-5.48200, 3.83593, -2.41293], [-1.53650, 7.38387, 1.82959], [-3.16216, -5.16123, 0.44743], [-1.79533, 5.23905, 3.02235], [-0.67147, -4.89725, 0.36721], [0.05717, -3.58574, 1.28496], [-5.19160, -2.98776, 3.41282], [-0.26294, 7.50330, -0.29427], [-0.03429, 0.59697, -2.85183]], "spin_multiplicity": 1, "total_energy_ha": -5351.35678, "lumo_ev": -3.92, "charge": 1, "orbital_gap_ev": 7.06, "e_homo_ev": -11.0}

2.
{"formula": "C21H36AlNO10", "method": "the ωB97M-V functional and the def2-TZVPD basis", "elements": ["Al", "O", "O", "O", "O", "O", "O", "O", "O", "O", "O", "N", "C", "C", "C", "C", "C", "C", "C", "C", "C", "C", "C", "C", "C", "C", "C", "C", "C", "C", "C", "C", "C", "H", "H", "H", "H", "H", "H", "H", "H", "H", "H", "H", "H", "H", "H", "H", "H", "H", "H", "H", "H", "H", "H", "H", "H", "H", "H", "H", "H", "H", "H", "H", "H", "H", "H", "H", "H"], "positions_angstrom": [[-1.33493, -0.85188, 1.58708], [3.21762, -2.71093, 1.69475], [-1.35187, 1.40391, 3.53651], [-1.26099, -0.28775, -1.34762], [1.33266, -1.73083, 0.92037], [-0.25427, 1.88541, 1.06283], [-2.42730, 2.58594, 5.11356], [3.20154, -1.97693, -0.33260], [1.83357, 1.31117, 0.36790], [1.43565, 3.43027, 0.89059], [-0.19161, 2.85268, 4.88804], [-2.14492, -1.25974, -1.75501], [-0.62591, -2.05669, -3.74198], [3.11716, 1.57780, -1.65459], [-0.63727, -3.15568, -1.43479], [5.47538, -1.14601, -0.03525], [4.54507, -2.35815, -0.05624], [2.71581, 3.44690, 0.33878], [-3.23221, 0.24963, -3.62879], [-3.42431, -0.68209, -2.39581], [-2.11015, 3.54479, 6.12194], [-2.54532, -3.39351, -2.83460], [-1.29778, 2.16756, 4.45189], [-4.43320, -1.82616, -2.74503], [3.00637, 1.96079, -0.13978], [0.22991, 4.83920, 5.95772], [0.91679, 2.19435, 0.82880], [-3.80915, -2.85229, -3.59732], [2.48735, -2.11132, 0.78243], [-4.12090, 0.24191, -1.41593], [-1.47040, -2.34471, -2.48342], [-0.51555, 3.53619, 6.07202], [4.39537, -3.15718, 1.13766], [3.93175, 1.62540, 0.32849], [-3.38695, -2.37019, -4.47904], [0.51829, 5.20203, 6.94428], [1.16592, 4.65388, 5.43080], [-4.55222, -3.59575, -3.88578], [3.14301, 0.49493, -1.77636], [5.13435, -2.88228, 1.89028], [-4.98989, -2.30866, -1.94167], [4.75011, -3.02967, -0.88997], [2.42784, 2.08094, -2.33267], [5.21230, -0.34505, 0.65565], [-2.69421, 3.40277, 7.03122], [3.99776, 1.89494, -2.21321], [5.42338, -0.70132, -1.02906], [3.46214, 3.75199, 1.07227], [-2.44071, 4.49380, 5.69979], [-5.05847, 0.65668, -1.78610], [-2.12542, -4.21729, -3.41182], [-2.35901, 0.87906, -3.45721], [-2.91156, -0.33723, -4.48953], [0.33342, -1.60686, -3.48615], [-1.09191, -1.34761, -4.42619], [-3.49703, 1.07829, -1.10068], [-0.29903, 5.66647, 5.48450], [-4.47310, -0.27387, -0.52261], [2.76473, 4.22517, -0.42281], [4.34828, -4.23472, 0.98020], [-4.04207, 0.93372, -3.88227], [6.47712, -1.55141, 0.10708], [-1.18751, -3.18379, -0.49429], [-0.34930, -4.18411, -1.65279], [-5.16536, -1.49706, -3.48241], [0.29163, -2.63761, -1.19636], [-2.90063, -3.86269, -1.91714], [-0.11827, 2.79670, 6.76730], [-0.46164, -2.99613, -4.26976]], "spin_multiplicity": 1, "total_energy_ha": -1870.67217, "lumo_ev": -10.31, "charge": 2, "orbital_gap_ev": 4.56, "e_homo_ev": -14.9}

3.
{"formula": "C21H36AsBrCoN3O2S", "method": "the ωB97M-V functional and the def2-TZVPD basis", "elements": ["Br", "As", "Co", "S", "O", "O", "N", "N", "N", "C", "C", "C", "C", "C", "C", "C", "C", "C", "C", "C", "C", "C", "C", "C", "C", "C", "C", "C", "C", "C", "H", "H", "H", "H", "H", "H", "H", "H", "H", "H", "H", "H", "H", "H", "H", "H", "H", "H", "H", "H", "H", "H", "H", "H", "H", "H", "H", "H", "H", "H", "H", "H", "H", "H", "H", "H"], "positions_angstrom": [[-0.55840, 0.42404, -2.95749], [4.38251, 0.76976, -0.96375], [0.69340, 1.46617, -1.01089], [2.44932, -0.02756, -0.57460], [-0.83840, 0.93387, -0.00324], [3.10361, 3.74849, -1.06784], [-1.11175, 3.59732, 0.71608], [0.95291, 3.35522, -0.37788], [0.58701, 5.21592, 0.83455], [-3.38900, -4.99764, -0.37217], [-3.27356, -0.85444, 2.62040], [-1.73011, -1.21604, 0.69714], [-2.20757, -2.87042, -1.07524], [-1.68684, -1.99151, -2.02292], [5.56853, -0.73545, -1.06349], [-3.73612, -4.06713, -2.64875], [-2.20346, -2.45124, 0.24694], [-1.52775, -5.06876, -2.02256], [-1.06560, 0.26983, 2.72402], [-1.79913, -0.97387, 2.21364], [-1.16751, -2.17342, 2.94108], [0.08973, 4.04449, 0.41597], [-2.71547, -4.24009, -1.51670], [2.10200, 4.09212, -0.47543], [-1.26635, -0.30663, -0.27323], [4.51386, 1.71168, -2.62847], [1.90474, 5.40259, 0.26665], [-0.06765, 6.17392, 1.69766], [5.06423, 1.90641, 0.42901], [-1.25167, -0.76054, -1.60118], [6.14771, 1.79614, 0.46360], [-4.54404, -3.39773, -2.35078], [-0.13622, -2.32357, 2.61917], [-0.64329, 6.90570, 1.12768], [-3.79047, -5.93897, -0.74842], [-1.72450, 4.13838, 1.30019], [-1.63219, -2.25543, -3.06839], [-4.21819, -4.43229, 0.05725], [6.58555, -0.38815, -1.23829], [-3.27958, -3.66196, -3.55180], [-1.33359, 2.60708, 0.52444], [-3.83111, -1.75830, 2.37683], [-4.17268, -5.03196, -2.91027], [-1.55836, 1.18665, 2.41372], [-2.59455, -3.12813, 0.98921], [4.12184, 1.06994, -3.41677], [-0.02947, 0.30432, 2.38956], [5.56191, 1.94044, -2.82120], [-1.71031, -3.10142, 2.77596], [1.94081, 6.23500, -0.44085], [-3.75263, -0.01808, 2.10831], [3.93224, 2.62759, -2.55483], [5.51350, -1.28145, -0.12338], [-0.72374, 5.66257, 2.40131], [0.68966, 6.69374, 2.28187], [2.66782, 5.55069, 1.03237], [-1.16474, -1.98781, 4.01565], [-1.01199, -4.56863, -2.84306], [-1.07329, 0.24220, 3.81498], [-0.80458, -5.23824, -1.22363], [5.24416, -1.38169, -1.87650], [-1.86961, -6.03916, -2.38525], [4.63053, 1.58698, 1.37511], [-2.68571, -5.23910, 0.42662], [4.78882, 2.93628, 0.21692], [-3.35521, -0.68872, 3.69538]], "spin_multiplicity": 4, "s_squared": 3.758, "total_energy_ha": -7727.18905, "lumo_ev": [-2.09, -2.54], "charge": 1, "orbital_gap_ev": [8.19, 7.81], "e_homo_ev": [-10.3, -10.4]}